1.
{
  "formula": "C2H3NO2S",
  "method": "the ωB97M-V functional and the def2-TZVPD basis",
  "species": ["S", "O", "O", "N", "C", "C", "H", "H", "H"],
  "positions_angstrom": [[-1.3302, -3.9054, -0.1256], [1.3204, -1.4198, -1.5262], [-0.1823, -0.3202, -0.2282], [0.6462, 0.8822, -0.1251], [-1.3710, -2.7065, -1.1297], [0.2921, -1.2470, -0.9454], [1.5718, 0.5264, -0.3022], [0.7641, 1.1661, 0.8593], [-2.3194, -2.4507, -1.5750]],
  "atomic_forces_ev_per_a": [[0.350, -0.823, 0.240], [-0.626, 0.470, 0.921], [-0.892, 1.646, 1.880], [0.728, 0.465, 0.017], [1.956, 2.208, 1.418], [-1.237, -3.762, -2.837], [0.625, -0.147, -0.685], [-1.081, -0.700, -0.111], [0.178, 0.642, -0.844]],
  "lowdin_charge": [0.66, 0.10, -0.04, 0.11, -0.55, -0.43, 0.07, 0.10, -0.01],
  "spin_multiplicity": 1,
  "homo_energy_ha": [-0.3024, -0.3024],
  "homo_lumo_gap_ev": [7.7, 7.7],
  "total_energy_ev": -18537.8872,
  "total_charge": 0
}

2.
{
  "formula": "C2H3NO2S",
  "method": "the ωB97M-V functional and the def2-TZVPD basis",
  "species": ["S", "O", "O", "N", "C", "C", "H", "H", "H"],
  "positions_angstrom": [[-1.9096, -0.3587, 2.2785], [-0.0078, -2.0887, 1.4779], [0.4334, 1.1280, -0.8252], [0.2805, 0.7717, 0.4306], [0.5730, 0.2879, -1.7693], [-0.7930, -1.3096, 1.8060], [0.5833, -0.7795, -1.6013], [0.6763, 0.7067, -2.7529], [0.1639, 1.6423, 0.9557]],
  "atomic_forces_ev_per_a": [[-0.890, 0.677, 0.501], [-0.070, 0.209, 0.048], [-0.031, 1.094, -0.243], [0.106, -0.797, 0.640], [0.080, -0.502, -0.387], [0.748, -1.099, -0.333], [-0.036, 0.019, 0.369], [0.008, 0.226, -0.021], [0.086, 0.173, -0.574]],
  "lowdin_charge": [0.77, 0.09, -0.16, 0.01, 0.00, -0.93, 0.09, 0.08, 0.05],
  "spin_multiplicity": 1,
  "homo_energy_ha": [-0.3054, -0.3260],
  "homo_lumo_gap_ev": [8.4, 9.2],
  "total_energy_ev": -18538.8464,
  "total_charge": 0
}

3.
{
  "formula": "C2H3NO2S2",
  "method": "the ωB97M-V functional and the def2-TZVPD basis",
  "species": ["S", "S", "O", "O", "N", "C", "C", "H", "H", "H"],
  "positions_angstrom": [[1.2111, 1.4400, -1.0176], [-0.6222, -1.8183, 0.7298], [0.7360, 0.1825, 1.3443], [0.4193, -2.2471, -0.1388], [-1.6943, -1.0180, 0.0354], [-0.4083, 1.6525, -1.4929], [1.5775, 0.6245, 0.5481], [-2.5512, -0.4837, 0.2046], [2.6212, 0.3971, 0.6396], [-1.2891, 1.2704, -0.8524]],
  "atomic_forces_ev_per_a": [[-1.824, 0.660, -0.766], [-2.737, 0.949, 0.384], [2.442, 1.907, -1.652], [0.939, -0.459, -0.855], [0.563, -0.323, -0.429], [0.500, -0.741, 1.009], [-3.474, -1.678, 1.730], [0.760, -0.791, 0.704], [1.013, 0.022, 0.247], [1.818, 0.453, -0.372]],
  "lowdin_charge": [0.83, 0.81, -0.15, -0.47, -0.29, -0.29, -0.51, 0.04, 0.07, -0.04],
  "spin_multiplicity": 1,
  "homo_energy_ha": -0.3396,
  "homo_lumo_gap_ev": 7.8,
  "total_energy_ev": -29372.7573,
  "total_charge": 0
}

4.
{
  "formula": "C2H3NO2S2",
  "method": "the ωB97M-V functional and the def2-TZVPD basis",
  "species": ["S", "S", "O", "O", "N", "C", "C", "H", "H", "H"],
  "positions_angstrom": [[0.1232, 1.7373, 0.5636], [1.1283, 0.2152, -0.3260], [2.3882, 0.4134, -0.9957], [0.8489, -1.0611, 1.3872], [0.1471, -0.3337, -1.3110], [-1.2694, 0.7569, 0.2202], [-1.0456, -0.2489, -0.7264], [1.6032, -1.2796, 1.4563], [-2.1451, 0.7883, 0.7969], [-1.7788, -0.9878, -1.0651]],
  "atomic_forces_ev_per_a": [[-0.290, 0.183, 0.021], [2.503, -0.827, 0.599], [0.495, 0.244, 1.878], [-15.545, 6.331, -3.813], [-0.638, -1.119, -0.931], [0.593, -1.802, -1.819], [-2.677, 1.162, 1.076], [16.486, -4.996, 1.749], [-0.850, 0.305, 0.770], [-0.076, 0.517, 0.470]],
  "lowdin_charge": [0.83, 0.65, -0.34, -0.16, -0.20, -0.45, -0.31, -0.21, 0.05, 0.13],
  "spin_multiplicity": 1,
  "homo_energy_ha": [-0.3299, -0.3298],
  "homo_lumo_gap_ev": [7.6, 7.6],
  "total_energy_ev": -29372.4328,
  "total_charge": 0
}

5.
{
  "formula": "C2H3NO3",
  "method": "the ωB97M-V functional and the def2-TZVPD basis",
  "species": ["O", "O", "O", "N", "C", "C", "H", "H", "H"],
  "positions_angstrom": [[-0.3744, -0.5478, -0.0009], [2.0919, -0.5047, 0.1013], [-2.4099, 0.4585, 0.0837], [1.5117, 0.7175, -0.0170], [0.2333, 0.6761, -0.0142], [-1.7036, -0.5224, -0.0197], [3.0690, -0.3021, -0.0957], [-2.0592, -1.5524, -0.0733], [-0.3588, 1.5772, 0.0358]],
  "atomic_forces_ev_per_a": [[0.110, 0.262, -0.094], [2.560, -0.272, -0.747], [0.988, -1.203, -0.315], [-1.450, 1.279, 0.189], [2.016, -0.143, 0.180], [-1.830, 0.775, 0.601], [-2.194, -0.520, 0.556], [-0.213, -0.066, -0.132], [0.012, -0.112, -0.239]],
  "lowdin_charge": [0.05, -0.06, 0.07, -0.01, -0.17, -0.32, 0.14, 0.15, 0.13],
  "smiles": "O=CO/C=N\\O",
  "spin_multiplicity": 1,
  "homo_energy_ha": -0.3651,
  "homo_lumo_gap_ev": 10.7,
  "total_energy_ev": -9753.0162,
  "total_charge": 0
}

6.
{
  "formula": "C2H3NO3",
  "method": "the ωB97M-V functional and the def2-TZVPD basis",
  "species": ["O", "O", "O", "N", "C", "C", "H", "H", "H"],
  "positions_angstrom": [[-2.2535, -0.6889, -0.0446], [0.2444, -0.7292, 0.2600], [2.1896, 0.3834, 0.0251], [-0.3482, 0.5546, 0.0926], [1.5432, -0.6928, -0.1129], [-1.6803, 0.4101, 0.0415], [-2.1787, 1.3146, -0.0705], [1.9462, -1.7563, -0.1243], [0.5374, 1.2045, -0.0670]],
  "atomic_forces_ev_per_a": [[0.970, 2.222, 0.715], [0.685, -0.064, -1.729], [-1.710, -3.390, -1.810], [3.435, -0.288, 0.713], [1.514, 2.190, 3.446], [-0.858, -3.284, -1.361], [-1.056, 1.993, 0.049], [-0.276, 1.405, -0.528], [-2.703, -0.784, 0.505]],
  "lowdin_charge": [0.02, -0.01, 0.01, 0.06, -0.23, -0.32, 0.11, 0.17, 0.19],
  "smiles": "O=CNOC=O",
  "spin_multiplicity": 1,
  "homo_energy_ha": -0.3770,
  "homo_lumo_gap_ev": 10.5,
  "total_energy_ev": -9752.4052,
  "total_charge": 0
}

7.
{
  "formula": "C2H3NO3",
  "method": "the ωB97M-V functional and the def2-TZVPD basis",
  "species": ["O", "O", "O", "N", "C", "C", "H", "H", "H"],
  "positions_angstrom": [[-1.9896, 1.2611, 0.2481], [0.7638, -1.5511, -0.0695], [-2.0857, -0.8378, -0.1118], [-1.4079, 0.2511, 0.4738], [1.0875, -0.4367, -0.0657], [1.7425, 0.6561, -0.0635], [1.1354, 1.5484, 0.1045], [2.5774, 0.7578, -0.7496], [-1.8233, -1.6488, 0.2337]],
  "atomic_forces_ev_per_a": [[1.095, -1.788, 0.227], [-0.665, 0.030, 0.170], [-1.614, 3.230, -1.234], [-1.407, 0.886, -0.293], [0.484, -3.210, -0.231], [-0.019, 3.323, -0.509], [0.445, -0.097, 0.280], [0.035, -0.209, 0.287], [1.646, -2.163, 1.302]],
  "lowdin_charge": [0.06, 0.15, 0.02, -0.08, -0.35, 0.00, 0.07, 0.08, 0.05],
  "smiles": "C=C=O.O=NO",
  "spin_multiplicity": 1,
  "homo_energy_ha": -0.3521,
  "homo_lumo_gap_ev": 9.2,
  "total_energy_ev": -9750.9384,
  "total_charge": 0
}

8.
{
  "formula": "C2H3NO3",
  "method": "the ωB97M-V functional and the def2-TZVPD basis",
  "species": ["O", "O", "O", "N", "C", "C", "H", "H", "H"],
  "positions_angstrom": [[-1.5270, -0.5731, 0.1447], [-0.0598, 1.9877, -1.2957], [0.5846, -1.2781, 1.7290], [0.7391, -0.1127, 0.9582], [-0.5595, -0.0223, -0.1938], [-0.3152, 0.8036, -1.3829], [-0.1725, 0.3450, -2.3373], [-0.3046, -1.0893, 1.9560], [1.6147, -0.0608, 0.4218]],
  "atomic_forces_ev_per_a": [[-1.883, -0.887, 0.252], [-0.498, -0.725, 0.283], [1.366, 0.426, -1.447], [-2.049, 1.700, -3.208], [3.857, -0.677, 3.311], [1.544, 2.462, -0.013], [-0.383, -1.012, -0.868], [-1.746, -0.474, 1.111], [-0.208, -0.813, 0.579]],
  "lowdin_charge": [0.15, 0.09, -0.06, -0.01, -0.28, -0.17, 0.12, 0.05, 0.10],
  "smiles": "O=CC(=O)NO",
  "spin_multiplicity": 1,
  "homo_energy_ha": [-0.3414, -0.3414],
  "homo_lumo_gap_ev": [8.8, 8.8],
  "total_energy_ev": -9751.4138,
  "total_charge": 0
}